# C25H27N3O

A 3-piece molecular cluster, C25H27N3O overall at a distorted geometry (wB97M-V/def2-TZVPD, the Open Molecules 2025 dataset).

Cartesian coordinates (Å):
1 C 3.10585 -2.46466 2.17399
2 C 2.98838 -1.67915 1.08501
3 C 1.89749 -0.70576 0.82814
4 C 2.25061 0.59997 0.61352
5 C 1.25104 1.56250 0.34789
6 C -0.06560 1.20776 0.32666
7 C -0.45584 -0.12838 0.53801
8 N -1.78806 -0.44509 0.51054
9 C -2.07115 -1.69874 0.72707
10 C -3.51100 -2.14931 0.74896
11 C -4.50801 -1.11728 0.24634
12 O -5.79668 -1.77439 0.19986
13 C -4.65042 0.12276 1.16923
14 N -3.98356 -0.03589 2.47203
15 C -1.05565 -2.68070 0.93718
16 N 0.21558 -2.41629 0.96943
17 C 0.53232 -1.10059 0.78240
18 H 4.05356 -2.51986 2.70493
19 H 2.32315 -3.11856 2.54494
20 H 3.76948 -1.72510 0.32549
21 H 3.29875 0.86374 0.65519
22 H 1.55379 2.58939 0.18773
23 H -0.80242 1.97832 0.13879
24 H -3.78747 -2.45454 1.76035
25 H -3.55567 -3.03872 0.11246
26 H -4.31612 -0.82921 -0.78390
27 H -5.92075 -2.19970 1.05526
28 H -4.28071 0.98588 0.61149
29 H -5.71571 0.26914 1.33891
30 H -3.12644 0.50400 2.45604
31 H -4.54935 0.40408 3.18751
32 H -1.35999 -3.71425 1.07664
33 C -0.18601 -2.52156 -3.84557
34 C -1.07391 -1.96638 -2.93471
35 C -2.41508 -1.83396 -3.26392
36 C -2.87213 -2.26454 -4.50189
37 C -1.98518 -2.82253 -5.41196
38 C -0.64161 -2.94780 -5.08539
39 H 0.86073 -2.62196 -3.58843
40 H -0.71804 -1.63550 -1.96621
41 H -3.10467 -1.39501 -2.55481
42 H -3.91943 -2.16492 -4.75672
43 H -2.34121 -3.15974 -6.37698
44 H 0.05049 -3.37888 -5.79738
45 C 5.69022 5.19497 0.70643
46 C 5.74511 3.84798 1.03707
47 C 4.75772 3.29009 1.83711
48 C 3.71046 4.07527 2.29949
49 C 3.65425 5.42141 1.96565
50 C 4.64601 5.98190 1.17228
51 H 6.46137 5.63165 0.08502
52 H 6.55757 3.23322 0.67142
53 H 4.80337 2.24089 2.10100
54 H 2.93861 3.63708 2.91967
55 H 2.83743 6.03428 2.32474
56 H 4.60457 7.03271 0.91607

Summary:
Highest occupied orbital energy in hartree: -0.3078
Gap between HOMO and LUMO in eV: 8.24
Electronic energy in eV: -32878.903
SMILES string: C=Cc1cccc2nc(C[C@@H](O)CN)cnc12.c1ccccc1.c1ccccc1
Total charge: 0